Entry from OMol25: a 2-piece molecular cluster, C6H12ClNO2 overall in a non-equilibrium geometry (ωB97M-V/def2-TZVPD).

Last column: Mulliken charge in e.
Cartesian coordinates (Å):
C (0.223, -2.139, 2.240)  0.689
C (-1.386, 0.530, -1.479)  -1.312
C (-0.935, 2.771, -0.471)  -1.511
C (0.810, -3.028, 1.158)  -0.827
C (-0.610, 1.290, -0.474)  0.644
C (1.590, 0.338, -0.176)  -0.408
N (0.750, 1.106, -0.854)  -0.084
O (0.286, -0.857, 1.973)  -0.427
O (-0.432, -2.589, 3.131)  -0.577
Cl (3.142, 0.372, -0.929)  -0.199
H (-1.212, 0.902, -2.550)  0.339
H (-1.157, -0.502, -1.762)  0.367
H (-2.563, 0.571, -1.266)  0.281
H (-1.799, 2.913, 0.118)  0.410
H (-1.198, 3.122, -1.469)  0.325
H (-0.071, 3.259, -0.039)  0.428
H (1.492, -2.529, 0.452)  0.255
H (0.137, -3.592, 0.544)  0.249
H (1.398, -3.801, 1.592)  0.314
H (-0.637, 0.914, 0.622)  0.315
H (1.052, -0.696, 1.262)  0.402
H (1.119, 1.645, -1.620)  0.326

Cartesian forces, eV/Å:
-1.1 -1.2 -1.5
-3.9 -0.6 -2.4
0.4 -0.6 -0.6
1.5 0.2 -0.4
-0.1 -0.6 1.9
-1.0 0.6 -0.8
3.0 -1.0 1.2
2.1 1.1 -0.9
-0.1 -0.2 0.9
0.5 0.0 -0.1
-0.4 0.6 1.5
0.3 -0.3 1.4
2.6 0.0 -0.6
-0.9 0.4 0.9
0.4 0.2 -0.1
-0.1 0.6 0.0
-0.3 0.2 0.3
-1.1 0.2 -0.1
0.6 -0.6 0.7
-0.4 0.2 -1.9
-1.9 0.4 1.0
-0.1 0.2 -0.6

Calculated values
electronic energy: -901.18199 Ha
net charge: 0
frontier orbital gap: 10.090 eV
max |F|: 4.612 eV/Å

---

Entry from OMol25: C25H43As2OPTeTi as an isolated structure (ωB97M-V/def2-TZVPD).

Last column: Mulliken charge in e.
Cartesian coordinates (Å):
Ti (-0.656, -0.137, -0.745)  0.793
C (-3.231, -3.621, 1.178)  -1.215
As (-1.418, -3.180, 0.609)  0.504
C (-0.486, -4.495, 1.722)  -1.053
C (-1.068, -1.578, 1.695)  1.925
C (-1.995, -1.036, 2.590)  -0.217
C (-1.726, 0.136, 3.275)  -1.008
C (-0.539, 0.823, 3.048)  -0.745
C (0.400, 0.309, 2.168)  0.244
C (0.156, -0.907, 1.517)  -2.553
As (0.637, 2.054, -0.853)  0.460
C (-0.332, 3.698, -0.356)  -1.232
C (0.884, 2.459, -2.766)  -1.112
H (-3.301, -3.710, 2.261)  0.402
H (-3.477, -4.585, 0.734)  0.444
H (-3.944, -2.887, 0.810)  0.212
H (-0.885, -4.476, 2.735)  0.341
H (0.581, -4.280, 1.744)  0.271
H (-0.634, -5.481, 1.286)  0.436
H (-2.935, -1.544, 2.764)  0.349
H (-2.449, 0.524, 3.982)  0.424
H (-0.337, 1.753, 3.563)  0.477
H (1.331, 0.836, 1.992)  0.573
H (0.325, 4.545, -0.548)  0.464
H (-0.545, 3.684, 0.713)  0.267
H (-1.258, 3.851, -0.911)  0.383
H (1.498, 3.354, -2.860)  0.449
H (-0.065, 2.623, -3.276)  0.317
H (1.402, 1.633, -3.252)  0.174
C (6.472, 2.004, 2.144)  -1.550
C (5.357, 1.107, 1.687)  0.533
C (4.720, 0.246, 2.569)  -0.891
C (3.682, -0.588, 2.166)  0.749
C (3.084, -1.535, 3.171)  -1.550
C (3.263, -0.514, 0.830)  0.247
Te (1.651, -1.720, 0.211)  0.269
C (3.927, 0.294, -0.102)  1.200
C (3.642, 0.261, -1.578)  -1.476
C (4.960, 1.100, 0.355)  -0.831
H (6.648, 1.906, 3.214)  0.356
H (6.239, 3.048, 1.930)  0.349
H (7.400, 1.764, 1.624)  0.362
H (5.047, 0.208, 3.602)  0.317
H (3.686, -1.547, 4.078)  0.474
H (3.048, -2.554, 2.780)  0.329
H (2.067, -1.258, 3.455)  0.222
H (2.586, 0.113, -1.796)  -0.145
H (4.198, -0.555, -2.046)  0.409
H (3.956, 1.191, -2.050)  0.386
H (5.475, 1.738, -0.355)  0.430
C (-2.662, -1.862, -3.676)  -1.168
C (-1.257, -1.289, -3.644)  0.412
C (-1.035, -0.201, -4.676)  -1.121
O (-0.997, -0.776, -2.344)  -0.887
H (-2.858, -2.341, -4.636)  0.490
H (-3.399, -1.068, -3.539)  0.203
H (-2.790, -2.604, -2.887)  0.200
H (-0.537, -2.097, -3.809)  0.363
H (-1.729, 0.626, -4.513)  0.182
H (-1.199, -0.594, -5.680)  0.474
H (-0.019, 0.184, -4.616)  0.211
C (-3.310, 1.858, -2.011)  -0.921
P (-2.976, 0.956, -0.465)  1.340
C (-4.396, -0.181, -0.348)  -1.338
C (-3.367, 2.178, 0.824)  -1.218
H (-4.269, 2.376, -1.961)  0.492
H (-3.326, 1.151, -2.839)  0.122
H (-2.513, 2.577, -2.192)  0.148
H (-5.334, 0.352, -0.508)  0.518
H (-4.417, -0.630, 0.645)  0.290
H (-4.304, -0.973, -1.092)  0.262
H (-4.371, 2.572, 0.659)  0.470
H (-2.653, 2.998, 0.794)  0.210
H (-3.325, 1.712, 1.807)  0.301

Cartesian forces, eV/Å:
0.0 -0.3 0.1
0.0 0.0 0.0
0.0 0.0 0.0
0.0 0.0 0.0
0.0 0.0 0.0
0.0 0.0 0.0
0.0 0.0 0.0
0.0 0.0 0.0
0.0 0.0 0.0
0.1 0.0 0.0
0.1 0.1 0.0
0.0 0.0 0.0
0.0 0.0 0.0
0.0 0.0 0.0
0.0 0.0 0.0
0.0 0.0 0.0
0.0 0.0 0.0
0.0 0.0 0.0
0.0 0.0 0.0
0.0 0.0 0.0
0.0 0.0 0.0
0.0 0.0 0.0
0.0 0.0 0.0
0.0 0.0 0.0
0.0 0.0 0.0
0.0 0.0 0.0
0.0 0.0 0.0
0.0 0.0 0.0
0.0 0.0 0.0
0.0 0.0 0.0
0.0 0.0 0.0
0.0 0.0 0.0
0.0 0.0 0.0
0.0 0.0 0.0
0.0 0.0 0.0
0.0 0.0 0.0
0.0 0.0 0.0
0.0 0.0 0.0
0.0 0.0 0.0
0.0 0.0 0.0
0.0 0.0 0.0
0.0 0.0 0.0
0.0 0.0 0.0
0.0 0.0 0.0
0.0 0.0 0.0
0.0 0.0 0.0
0.0 0.0 0.0
0.0 0.0 0.0
0.0 0.0 0.0
0.0 0.0 0.0
0.0 0.0 0.0
0.1 -0.1 0.0
0.0 0.0 0.0
-0.1 0.2 0.0
0.0 0.0 0.0
0.0 0.0 0.0
0.0 0.0 0.0
0.0 0.0 0.0
0.0 0.0 0.0
0.0 0.0 0.0
0.0 0.0 0.0
0.0 0.0 0.0
0.0 0.0 0.0
0.0 0.0 0.0
0.0 0.0 0.0
0.0 0.0 0.0
0.0 0.0 0.0
0.0 0.0 0.0
0.0 0.0 0.0
0.0 0.0 0.0
0.0 0.0 0.0
0.0 0.0 0.0
0.0 0.0 0.0
0.0 0.0 0.0

Calculated values
multiplicity: 2
electronic energy: -6983.84015 Ha
net charge: +1
frontier orbital gap (spin up / spin down): 6.663 / 6.748 eV
⟨S²⟩: 0.760
max |F|: 0.286 eV/Å

---

Entry from OMol25: C7H10AlClNO3P as an isolated structure in a non-equilibrium geometry (ωB97M-V/def2-TZVPD).

Last column: Mulliken charge in e.
Cartesian coordinates (Å):
C (-0.821, 2.560, 2.631)  0.000
C (-1.216, 1.480, 2.301)  -0.547
C (-1.741, 0.213, 1.809)  -0.355
C (-1.761, 0.287, 0.258)  -0.644
C (-1.323, -1.024, -0.427)  -0.954
N (0.062, -1.405, -0.198)  -0.067
C (1.041, -0.532, -0.628)  0.190
C (2.374, -0.999, 0.038)  0.436
O (2.368, -0.863, 1.233)  -0.467
O (3.326, -1.497, -0.663)  -0.633
P (1.173, -0.500, -2.598)  0.768
O (0.116, 0.515, -3.155)  -0.353
Cl (2.905, 0.258, -3.237)  -0.008
H (-0.428, 3.547, 2.657)  0.425
H (-1.171, -0.625, 2.211)  0.314
H (-2.769, 0.160, 2.161)  0.353
H (-2.782, 0.486, -0.063)  0.509
H (-1.172, 1.158, -0.055)  0.342
H (-1.536, -1.024, -1.501)  0.318
H (-1.933, -1.822, -0.004)  0.406
H (0.236, -1.728, 0.756)  0.437
H (0.869, 0.530, -0.333)  0.402
H (-0.578, 0.752, -2.511)  0.413
Al (4.763, 0.074, -0.683)  0.717

Cartesian forces, eV/Å:
0.3 0.5 -0.6
-0.1 -0.6 0.1
-0.2 0.7 0.0
-0.1 0.0 0.0
-0.4 -0.4 0.5
-0.6 2.1 0.2
0.4 -1.8 2.2
0.8 -0.9 0.0
-0.6 0.7 0.3
0.3 1.6 -0.8
0.9 0.7 -1.2
0.4 -0.1 0.7
-0.7 -0.3 0.1
0.0 0.1 0.5
0.0 -0.1 0.0
0.0 -0.5 0.1
0.0 0.0 -0.1
0.1 -0.1 -0.2
0.1 0.1 -0.1
0.0 -0.1 -0.1
0.4 -0.9 -0.3
-0.5 0.2 -1.1
-0.4 0.1 -0.4
-0.2 -1.0 0.2

Calculated values
electronic energy: -1596.37333 Ha
net charge: +2
frontier orbital gap: 3.215 eV
max |F|: 2.911 eV/Å

---

Entry from OMol25: one molecule with the formula CH2NO2P in a non-equilibrium geometry (ωB97M-V/def2-TZVPD).

Last column: Mulliken charge in e.
Cartesian coordinates (Å):
O (0.016, 1.606, -0.159)  -0.526
C (0.783, 0.659, -0.039)  0.219
N (0.257, -0.533, 0.199)  -0.195
P (-1.516, -0.158, 0.437)  0.349
O (-2.213, -0.961, -0.543)  -0.417
H (1.868, 0.765, -0.138)  0.352
H (0.806, -1.378, 0.244)  0.218

Cartesian forces, eV/Å:
-0.4 0.5 -0.2
0.7 0.0 -0.2
-0.6 -0.2 0.2
1.0 0.4 1.0
-0.7 -0.7 -1.0
0.1 0.0 0.1
-0.1 0.0 0.0

Calculated values
electronic energy: -585.91441 Ha
net charge: 0
frontier orbital gap: 9.880 eV
SMILES: O=CNP=O
max |F|: 1.484 eV/Å